*A*
A cluster of 2 separate species, C5H12N2O2 in total. Source: the OMol25 dataset; level of theory: ωB97M-V with the def2-TZVPD basis set.

The SMILES is COC(N)=O.C=C(C)N. As for the molar mass: 132.2 g/mol. Its HOMO energy is -7.856 eV.

Positions of all 21 atoms, in Å:
O  -2.39156  0.80666  -0.41969
O  -1.16317  -0.66258  0.94733
N  -1.76554  -1.24674  -1.14881
N  0.58847  0.88879  -1.58018
C  -1.76322  -0.22524  -0.26364
C  1.63121  1.31496  0.52427
C  1.98714  -0.89037  -0.54228
C  1.34905  0.47158  -0.48145
C  -1.31870  0.18930  2.08106
H  1.57146  -1.50493  -1.34749
H  1.19094  2.30508  0.57537
H  -1.84949  -1.07528  -2.13864
H  -1.46572  -2.16532  -0.86133
H  0.31816  0.14282  -2.21443
H  -2.08915  -0.21782  2.74143
H  2.22478  0.99242  1.37241
H  1.80600  -1.43045  0.39304
H  3.06715  -0.81085  -0.70053
H  0.00893  1.70282  -1.37742
H  -1.56410  1.22133  1.80887
H  -0.37263  0.19381  2.63212

=====

*B*
A cluster of 2 separate species, C5H12N2O2 in total. Source: the OMol25 dataset; level of theory: ωB97M-V with the def2-TZVPD basis set.

The SMILES is C/C(N)=C\O.[H]/N=C\OC. As for the molar mass: 132.2 g/mol. Its HOMO energy (spin up / spin down) is -7.591 / -7.591 eV.

Positions of all 21 atoms, in Å:
O  -0.43217  -0.73865  1.31804
O  1.84336  0.95648  1.07784
N  0.65448  -0.06417  -2.14929
N  -1.83952  -1.17140  -0.59572
C  1.37249  0.20417  0.07725
C  0.27215  2.10164  -1.12323
C  0.43335  0.60752  -0.89153
C  -1.21943  -0.29600  0.11204
C  -0.63989  -1.75993  2.26184
H  -1.24657  -1.96108  -0.85017
H  1.48077  1.85144  1.03508
H  -1.82361  0.53309  0.49734
H  0.26858  -2.36861  2.28674
H  -1.48601  -2.41997  2.05490
H  -0.04940  0.21876  -2.82260
H  -0.70652  -1.28960  3.24896
H  -0.04668  2.63006  -0.22139
H  1.78805  -0.79193  0.05195
H  -0.42904  2.27727  -1.93825
H  0.57848  -1.06805  -2.02423
H  1.22713  2.54895  -1.40558

=====

Referenced to the most stable arrangement, the calculated values in kcal/mol are *A* 0.0; *B* 93.4.

=====

*A*
A cluster of 4 separate species, C3H12O3 in total. Source: the OMol25 dataset; level of theory: ωB97M-V with the def2-TZVPD basis set.

The SMILES is C=CC.O.O.O. As for the molar mass: 96.1 g/mol. Its HOMO energy is -9.964 eV.

Positions of all 18 atoms, in Å:
O  2.02773  -0.93786  -1.46101
O  -0.68272  -2.49350  -1.40526
O  -1.57683  -1.56967  1.42971
C  0.98233  1.70694  -0.23353
C  -0.87681  1.82602  1.45631
C  -0.39841  1.36271  0.31789
H  1.11526  2.36283  -1.08404
H  -0.31990  2.43163  2.14967
H  -1.50505  -0.62166  1.29603
H  -0.93430  -2.20168  -0.50846
H  2.50499  -1.73342  -1.14737
H  -1.87740  1.54494  1.79505
H  -0.89937  0.77993  -0.44535
H  1.73176  1.85694  0.55484
H  -1.15427  -1.89674  -2.00396
H  -0.76502  -1.90206  1.76533
H  1.27752  -1.20735  -1.98912
H  1.35047  0.69200  -0.48673

=====

*B*
A cluster of 3 separate species, C3H12O3 in total. Source: the OMol25 dataset; level of theory: ωB97M-V with the def2-TZVPD basis set.

The SMILES is CC(C)O.O.O. As for the molar mass: 96.1 g/mol. Its HOMO energy is -10.500 eV.

Positions of all 18 atoms, in Å:
O  -0.14636  -0.98009  0.25365
O  -3.21635  2.34140  2.51403
O  1.99674  3.57771  0.15098
C  0.21015  -1.96905  -0.68474
C  -0.30123  -1.49349  -2.03082
C  1.70952  -2.23456  -0.68648
H  -1.32212  -1.18138  -1.94753
H  1.54898  3.14835  -0.58672
H  2.25996  -1.29797  -0.59350
H  -2.39699  2.07407  2.08313
H  1.56077  3.24958  0.94264
H  -0.30833  -1.27138  1.15319
H  -0.24593  -2.28201  -2.77586
H  1.98393  -2.61636  -1.65807
H  -0.28215  -2.92134  -0.45165
H  1.99177  -2.96609  0.06805
H  0.30137  -0.66825  -2.41811
H  -3.91167  1.73817  2.25154

=====

*C*
A cluster of 3 separate species, C3H12O3 in total. Source: the OMol25 dataset; level of theory: ωB97M-V with the def2-TZVPD basis set.

The SMILES is CCCO.O.O. As for the molar mass: 96.1 g/mol. Its HOMO energy is -10.428 eV.

Positions of all 18 atoms, in Å:
O  0.34295  -1.08405  -0.07024
O  -0.93590  -2.52759  2.31929
O  -1.35628  1.16352  -3.05161
C  -0.05084  0.17742  -0.56124
C  0.71400  1.40176  0.01993
C  1.33214  1.10164  1.36320
H  -1.43775  0.22213  -2.95932
H  -0.46164  1.50039  -2.98635
H  0.07318  0.23600  -1.63660
H  1.20701  -1.15562  0.33746
H  -1.11780  0.29418  -0.34114
H  0.00238  2.25517  0.02019
H  1.51382  1.74035  -0.62573
H  0.62579  0.47254  1.90626
H  -0.47914  -2.67175  1.48613
H  1.53808  2.06290  1.82995
H  -0.29219  -1.98355  2.77210
H  2.23677  0.50466  1.41549

=====

Referenced to the most stable arrangement, the calculated values in kcal/mol are *A* 17.0; *B* 0.0; *C* 14.0.

=====

*A*
A structure of composition C8H28B2O30. Source: the OMol25 dataset; level of theory: ωB97M-V with the def2-TZVPD basis set.

The net charge is -2. As for the molar mass: 625.9 g/mol. Its HOMO energy is -5.084 eV.

Positions of all 68 atoms, in Å:
O  -8.57596  -7.69186  -25.61348
O  2.53595  -6.55655  -27.68265
O  -2.25000  -6.15533  -25.85004
O  1.43038  -4.72820  -23.74429
O  -6.57865  -5.71247  -26.58212
O  1.51119  -8.86385  -26.52785
O  -3.82028  -9.64856  -25.62735
O  -2.85358  -7.66016  -27.53954
O  -0.24955  -6.75260  -25.58069
O  -4.82066  -5.29568  -23.23942
O  1.80325  -3.23746  -27.15119
O  3.83014  -4.04669  -27.25327
O  -7.30132  -5.60738  -23.81954
O  -5.25292  -4.00235  -28.28102
O  -7.25085  -3.06443  -26.83062
O  0.81343  -5.16827  -27.94523
O  -1.32596  -5.08860  -23.22003
O  0.18426  -8.59566  -23.49517
O  -4.55762  -6.62993  -26.17184
O  -1.72180  -1.52126  -28.01891
O  -6.02237  -8.24715  -24.11744
O  -2.15515  -2.82882  -25.55880
O  -3.09936  -7.51273  -23.35661
O  -4.60673  -1.51448  -27.33064
O  -3.47075  -5.25418  -27.70822
O  -0.25062  -3.03843  -28.31150
O  2.32019  -7.17779  -24.70620
O  -1.28776  -9.05125  -26.92615
O  -0.33088  -3.81545  -26.16607
O  -0.54632  -11.44058  -25.09340
C  -5.37214  -5.81124  -26.76099
C  2.02880  -5.41105  -27.74639
C  -1.29881  -2.64116  -27.71404
C  -4.71449  -4.95406  -27.70951
C  -1.35361  -6.93290  -26.06150
C  -1.76783  -7.94284  -26.93520
C  2.62801  -4.20996  -27.29169
C  -1.37654  -3.19337  -26.41514
B  0.51001  -3.84598  -27.36936
B  -3.28097  -6.44435  -26.86567
H  -8.94359  -6.99342  -25.08024
H  -3.20859  -9.62056  -26.38237
H  -4.71189  -2.18872  -27.95095
H  -3.27463  -9.75175  -24.82169
H  2.05744  -7.85796  -25.35545
H  1.83824  -8.29306  -27.20048
H  -1.86001  -5.84601  -23.44111
H  1.34234  -3.78589  -23.83946
H  -0.31948  -10.91116  -25.85222
H  -8.00616  -3.42601  -26.35941
H  -3.57126  -7.87795  -22.60898
H  -5.77747  -5.35022  -23.27444
H  -6.76666  -8.25412  -24.70515
H  -1.46967  -4.54246  -23.95976
H  -2.71834  -8.31339  -23.69049
H  -8.04989  -7.30299  -26.26834
H  -7.86956  -4.85600  -23.65380
H  1.10665  -8.91769  -23.40253
H  -0.14430  -11.05670  -24.34405
H  -7.02179  -5.62420  -24.74212
H  0.24865  -7.84809  -24.10369
H  1.75041  -6.46653  -25.04466
H  -7.11247  -3.69309  -27.52417
H  0.58181  -8.99547  -26.70206
H  -3.74780  -1.08065  -27.49846
H  -5.25263  -8.48973  -24.61730
H  0.55701  -5.07154  -23.55467
H  -4.41829  -6.12586  -23.47014

=====

*B*
A cluster of 16 separate species, C8H28B2O30 in total. Source: the OMol25 dataset; level of theory: ωB97M-V with the def2-TZVPD basis set.

The net charge is -2. As for the molar mass: 625.9 g/mol. Its HOMO energy is -5.417 eV.

Positions of all 68 atoms, in Å:
O  24.60085  0.32863  -29.03841
O  18.47288  -6.21342  -28.53741
O  19.28148  0.66544  -25.26724
O  21.00398  1.63698  -24.19172
O  17.33378  0.15553  -31.45608
O  25.53347  -0.45391  -25.67339
O  21.59309  -0.98067  -27.97463
O  25.84771  3.57144  -27.60519
O  20.11244  -4.50349  -30.18410
O  25.25127  -3.47166  -29.19541
O  17.65614  -1.85793  -28.48992
O  19.37748  1.89265  -30.13858
O  28.05333  1.81853  -28.17984
O  25.26848  -1.91212  -32.06682
O  21.14399  0.59663  -32.64099
O  19.21744  2.08958  -27.13008
O  23.31786  3.75237  -29.43319
O  17.16765  0.90099  -26.43438
O  19.14355  -2.02019  -31.51004
O  21.73626  -1.14804  -23.53400
O  24.10482  2.56176  -25.57973
O  18.89061  -0.27187  -27.49530
O  20.50639  -2.55198  -25.80011
O  21.52802  -3.05488  -29.22040
O  25.52211  2.25709  -31.03341
O  15.44564  -0.24678  -27.30864
O  20.75603  -1.10030  -30.25511
O  20.82501  3.52025  -26.44243
O  23.10878  -1.20530  -29.72105
O  22.78186  0.36345  -26.65302
C  20.21480  1.57656  -25.09200
C  16.61943  -0.05994  -27.17137
C  20.14306  2.54230  -26.31080
C  22.66394  -0.26941  -27.65276
C  17.77185  -0.86695  -27.82134
C  20.01499  -2.10102  -30.69279
C  20.52005  -3.39182  -30.01828
C  23.59710  -0.30850  -28.88212
B  18.62760  0.85656  -26.56709
B  21.73802  -1.60113  -29.27844
H  19.87855  1.07089  -30.15802
H  23.35648  1.98354  -25.77838
H  25.37058  2.92499  -27.05590
H  24.51351  -3.62806  -28.59743
H  18.54920  1.66739  -30.58195
H  25.32584  2.93085  -30.37026
H  25.72000  -1.19396  -31.61030
H  17.69182  -6.39978  -29.06399
H  27.22633  2.31379  -28.29786
H  20.91922  -2.22996  -26.61734
H  17.69715  -0.74565  -31.42939
H  21.32034  -1.43617  -24.36138
H  27.81905  0.91263  -28.40090
H  25.12353  0.38737  -25.90939
H  24.33300  -1.72802  -31.92125
H  20.75222  -0.12560  -32.13482
H  25.30950  1.42593  -30.58922
H  16.38379  0.04653  -31.35807
H  21.98889  -0.23185  -23.70041
H  26.33114  -0.49716  -26.20874
H  23.13694  2.81192  -29.33646
H  20.50378  -3.51064  -25.87071
H  18.96833  -5.56618  -29.06542
H  24.84529  -3.12423  -29.99951
H  23.79933  3.09364  -24.83920
H  22.44638  4.15713  -29.48815
H  20.39285  1.03235  -33.05376
H  25.20797  4.27557  -27.73589

=====

Referenced to the most stable arrangement, the calculated values in kcal/mol are *A* 103.4; *B* 0.0.

=====

*A*
The ion C7H18N3 with charge +1. Source: the OMol25 dataset; level of theory: ωB97M-V with the def2-TZVPD basis set.

The net charge is +1. The SMILES is C=C[C@@H](C)CCN(N)C[NH3+]. As for the molar mass: 144.2 g/mol. Its HOMO energy is -12.783 eV.

Positions of all 28 atoms, in Å:
N  -1.30154  -2.02317  -0.54982
N  -0.79043  -1.27387  2.30972
N  -1.31147  -0.77039  0.09651
C  -1.41209  0.43050  -0.72275
C  1.69451  0.15002  0.07678
C  1.05416  1.22360  -0.74630
C  2.10532  1.80274  -1.69771
C  -1.92709  -0.85077  1.36232
C  -0.14713  0.69192  -1.54970
C  1.68126  0.11305  1.40467
H  2.22474  -0.64499  1.94652
H  -0.42501  -2.13591  -1.04978
H  0.14180  -0.20970  -2.09261
H  0.70555  2.02550  -0.08777
H  -2.27008  0.35227  -1.40579
H  0.06476  -0.69439  2.04842
H  1.67693  2.61313  -2.27973
H  2.94884  2.19373  -1.13506
H  -2.70200  -1.62128  1.43494
H  -2.30458  0.11177  1.70936
H  -0.41133  1.44350  -2.29603
H  2.15318  -0.65123  -0.48403
H  2.47236  1.04297  -2.38199
H  -1.02768  -1.18799  3.30273
H  -1.58312  1.27736  -0.05868
H  -0.55907  -2.24879  2.09268
H  -2.06107  -2.11053  -1.22577
H  1.31027  0.95094  1.97889

=====

*B*
A cluster of 2 separate species, C7H18N3 in total. Source: the OMol25 dataset; level of theory: ωB97M-V with the def2-TZVPD basis set.

The net charge is +1. As for the molar mass: 144.2 g/mol. Its HOMO energy is -12.900 eV.

Positions of all 28 atoms, in Å:
N  -1.68909  0.41628  1.85884
N  -2.15662  1.04522  -0.90700
N  0.54197  -1.12875  0.17749
C  -2.26575  -1.31812  -0.56884
C  2.70454  -0.03491  0.38005
C  -1.51538  -0.04680  -0.61090
C  -0.01735  -0.06428  -0.62294
C  0.65169  1.26239  -0.22638
C  2.16741  1.15719  -0.40372
C  1.97440  -1.30011  -0.04896
H  -3.31411  -1.17376  -0.82454
H  2.63625  2.07764  -0.05537
H  -1.82810  -2.04014  -1.26049
H  2.40565  1.04138  -1.46303
H  2.54426  0.12569  1.44629
H  2.30242  -2.15345  0.54429
H  0.20726  -0.22141  -1.70762
H  -1.59825  1.35419  2.22916
H  -2.20985  -1.75601  0.42744
H  -0.90471  -0.12757  2.20115
H  0.42438  1.46487  0.81765
H  -3.16597  1.05096  -0.98198
H  2.19363  -1.51376  -1.10948
H  0.06486  -2.00665  0.02067
H  0.28710  2.08570  -0.84356
H  -2.53162  0.01366  2.25359
H  3.77289  -0.14979  0.20577
H  -1.68188  1.94035  -0.92760

=====

Referenced to the most stable arrangement, the calculated values in kcal/mol are *A* 44.8; *B* 0.0.

=====

*A*
A structure of composition C6H10FN. Source: the OMol25 dataset; level of theory: ωB97M-V with the def2-TZVPD basis set.

As for the molar mass: 115.2 g/mol. Its HOMO energy is -8.754 eV.

Positions of all 18 atoms, in Å:
F  -1.85192  -2.02306  -0.82807
N  1.65151  0.60822  0.52999
C  -1.17208  -0.90622  -0.89546
C  0.21174  0.77190  0.30207
C  1.67669  1.92654  -0.20511
C  0.40546  1.58026  -0.93747
C  -0.39431  -1.40236  1.58015
C  -0.45118  -0.55058  0.26200
H  0.61477  -1.27271  2.18688
H  -0.31118  1.47462  0.95537
H  -1.55535  -0.30729  -1.77009
H  -0.35069  -2.56285  1.22561
H  1.57422  2.72525  0.45337
H  2.52537  2.05904  -0.90303
H  1.81514  1.01974  1.56705
H  -1.39032  -1.04559  2.31976
H  0.57145  0.86885  -1.76627
H  -0.04456  2.47371  -1.16305

=====

*B*
The molecule C6H10FN. Source: the OMol25 dataset; level of theory: ωB97M-V with the def2-TZVPD basis set.

The SMILES is N[C@@H](F)C1=CCCC1. As for the molar mass: 115.2 g/mol. Its HOMO energy is -8.822 eV.

Positions of all 18 atoms, in Å:
F  -0.39361  2.75514  0.05110
N  1.24401  1.94934  1.51307
C  -0.01279  0.34668  0.13319
C  -0.55439  -1.94152  -0.46146
C  0.09964  0.20028  -1.22046
C  -0.48991  -0.96951  0.72309
C  0.04848  -1.20342  -1.67527
C  -0.00219  1.66964  0.85237
H  1.00046  2.57368  2.20422
H  -0.84885  1.58106  1.62187
H  0.10374  0.94653  -1.94128
H  1.90480  2.37447  0.96276
H  -1.57594  -2.32879  -0.66844
H  0.18494  -2.80906  -0.27543
H  -1.44045  -0.63096  1.23292
H  -0.52162  -1.59667  -2.62493
H  0.19617  -1.53688  1.50547
H  1.05750  -1.38001  -1.93280

=====

Referenced to the most stable arrangement, the calculated values in kcal/mol are *A* 59.3; *B* 0.0.

=====

*A*
The molecule C6H10FN. Source: the OMol25 dataset; level of theory: ωB97M-V with the def2-TZVPD basis set.

The SMILES is C[C@@H]1CN[C@@H]2C[C@]12F. As for the molar mass: 115.2 g/mol. Its HOMO energy is -8.605 eV.

Positions of all 18 atoms, in Å:
F  -2.18647  -1.09983  -0.12849
N  1.12820  -0.15015  -1.36356
C  -0.10280  0.28283  1.87640
C  -0.38937  -0.13249  -1.60285
C  -0.94939  1.09288  -0.83177
C  -1.01454  -0.45417  -0.37291
C  1.45937  -0.73389  -0.10759
C  -0.02113  -0.84360  0.62843
H  -1.90185  1.70284  -1.05794
H  2.09922  0.10440  0.35945
H  0.61069  0.14863  2.55785
H  -1.13095  0.00240  2.26095
H  1.55771  0.87366  -1.38011
H  -0.16051  -1.94057  1.13291
H  -0.42408  1.94522  -0.29808
H  2.00334  -1.65570  -0.33540
H  0.01844  1.23011  1.27846
H  -0.59588  -0.37256  -2.61575

=====

*B*
The molecule C6H10FN. Source: the OMol25 dataset; level of theory: ωB97M-V with the def2-TZVPD basis set.

The SMILES is C[C@@H]1C/C(=C/F)CN1. As for the molar mass: 115.2 g/mol. Its HOMO energy is -8.739 eV.

Positions of all 18 atoms, in Å:
F  3.10985  0.07752  0.49492
N  -1.30608  1.09944  -0.49110
C  -0.07458  1.29939  0.09243
C  -2.40996  -0.54027  0.98814
C  2.04345  -0.50260  -0.13360
C  0.71409  -0.06024  -0.10510
C  -0.33087  -0.96887  -0.64976
C  -1.62093  -0.36636  -0.39755
H  -3.42885  -0.04367  1.04116
H  -1.77670  0.15170  1.84212
H  -0.13675  -2.03043  -0.09256
H  -1.19214  1.33402  -1.44625
H  0.50388  2.29155  -0.13601
H  -0.16949  -0.93093  -1.74260
H  2.42151  -1.36610  -0.66857
H  -2.24167  -1.65575  1.36459
H  -0.27098  1.36260  1.18100
H  -2.48208  -0.67310  -1.12684

=====

Referenced to the most stable arrangement, the calculated values in kcal/mol are *A* 18.9; *B* 0.0.